Entry 1:
Here is an isolated molecule of C18H21BrN4 in a non-equilibrium geometry from OMol25. Energies are from wB97M-V/def2-TZVPD.

Output
E_LUMO = 0.75 eV
total charge = 0
HOMO = -0.2797 hartree
total energy = -95011.017 eV
structure (SMILES) = CCCCc1nc2cc(N)c(C)nc2n1Cc1ccc(Br)cc1
2S+1 = 1
relative energy (zero: lowest compared OMol25 entry of this formula, charge and spin) = 5.32 kcal per mole

Bonds (Å) are listed after each position.
Positions of all 44 atoms, in Å:
1 C -3.90332 -0.75812 1.27106  C2 1.523, H24 1.087, H25 1.087, H26 1.088
2 C -4.39794 -1.89202 0.38209  C1 1.523, C3 1.528, H27 1.094, H28 1.092
3 C -3.77652 -1.88352 -1.01402  C2 1.528, C4 1.532, H29 1.090, H30 1.092
4 C -2.25803 -2.08920 -0.99698  C3 1.532, C5 1.490, H31 1.092, H32 1.095
5 C -1.52761 -0.81514 -0.74748  C4 1.490, N6 1.304, N15 1.374
6 N -1.94930 0.35190 -1.14942  C5 1.304, C7 1.370
7 C -1.00450 1.25543 -0.73992  N6 1.370, C8 1.387, C14 1.410
8 C -0.89029 2.63067 -0.87556  C7 1.387, C9 1.391, H33 1.080
9 C 0.24090 3.22934 -0.32970  C8 1.391, N10 1.387, C11 1.417
10 N 0.38348 4.60901 -0.36346  C9 1.387, H34 1.007, H35 1.009
11 C 1.21022 2.43534 0.33099  C9 1.417, C12 1.499, N13 1.323
12 C 2.43759 3.05500 0.92779  C11 1.499, H36 1.091, H37 1.089, H38 1.086
13 N 1.10542 1.12318 0.46158  C11 1.323, C14 1.321
14 C 0.02712 0.57077 -0.06503  C7 1.410, N13 1.321, N15 1.374
15 N -0.32348 -0.75764 -0.08919  C5 1.374, C14 1.374, C16 1.444
16 C 0.47170 -1.82606 0.46813  N15 1.444, C17 1.506, H39 1.097, H40 1.095
17 C 1.93446 -1.52906 0.26908  C16 1.506, C18 1.390, C23 1.387
18 C 2.42890 -1.35455 -1.01810  C17 1.390, C19 1.381, H41 1.080
19 C 3.75334 -1.02205 -1.22636  C18 1.381, C20 1.384, H42 1.079
20 C 4.58658 -0.87245 -0.13171  C19 1.384, Br21 1.905, C22 1.383
21 Br 6.41036 -0.39511 -0.40611  C20 1.905
22 C 4.12111 -1.05889 1.15712  C20 1.383, C23 1.383, H43 1.079
23 C 2.79138 -1.38523 1.35008  C17 1.387, C22 1.383, H44 1.079
24 H -2.84991 -0.87908 1.51200  C1 1.087
25 H -4.02604 0.19701 0.76709  C1 1.087
26 H -4.46361 -0.73682 2.20367  C1 1.088
27 H -4.19096 -2.85102 0.86598  C2 1.094
28 H -5.48167 -1.80833 0.27294  C2 1.092
29 H -3.98401 -0.93178 -1.50256  C3 1.090
30 H -4.23424 -2.68223 -1.60158  C3 1.092
31 H -1.99534 -2.83034 -0.23881  C4 1.092
32 H -1.93921 -2.47684 -1.97052  C4 1.095
33 H -1.64304 3.21594 -1.38190  C8 1.080
34 H 1.32965 4.95368 -0.34178  N10 1.007
35 H -0.20024 5.07526 -1.04109  N10 1.009
36 H 3.05493 3.51755 0.15639  C12 1.091
37 H 2.16723 3.81670 1.65758  C12 1.089
38 H 3.01783 2.27804 1.41678  C12 1.086
39 H 0.25354 -1.93230 1.53821  C16 1.097
40 H 0.20804 -2.75963 -0.03926  C16 1.095
41 H 1.76807 -1.46129 -1.86618  C18 1.080
42 H 4.13379 -0.87469 -2.22553  C19 1.079
43 H 4.78573 -0.93848 1.99891  C22 1.079
44 H 2.41789 -1.51293 2.35479  C23 1.079

***

Entry 2:
Here is a cluster of 7 separate species, C18H21Cl25NO2S in total in a non-equilibrium geometry from OMol25. Energies are from wB97M-V/def2-TZVPD.

Output
E_LUMO = -5.20 eV
total charge = +1
HOMO = -0.4264 hartree
total energy = -348471.636 eV
2S+1 = 1

Bonds (Å) are listed after each position.
Positions of all 68 atoms, in Å:
1 C 0.87739 -3.34357 0.97479  O2 1.489, H18 1.192, H19 1.172, H20 1.180
2 O 0.23676 -3.69824 -0.32175  C1 1.489, C3 1.472
3 C 0.95529 -3.09698 -1.45666  O2 1.472, C4 1.654, H21 1.193, H22 1.174
4 C 1.43926 -1.55256 -1.11392  C3 1.654, C5 1.645, H23 1.184, H24 1.173
5 C 1.69006 -0.74692 -2.52589  C4 1.645, C6 1.671, H25 1.189, H26 1.193
6 C 2.60209 0.63905 -2.32711  C5 1.671, C7 1.639, H27 1.186, H28 1.178
7 C 1.56852 1.88835 -2.56868  C6 1.639, C8 1.640, H29 1.187, H30 1.185
8 C 2.22898 3.38108 -2.41248  C7 1.640, C9 1.639, H31 1.177, H32 1.194
9 C 1.65986 4.25565 -1.14862  C8 1.639, C10 1.638, C14 1.653, N17 1.520
10 C 0.05945 4.27149 -0.79845  C9 1.638, C11 1.641, H33 1.194, H34 1.194
11 C -0.93968 4.12873 -2.09250  C10 1.641, O12 1.335, Cl13 1.877
12 O -0.90542 4.86635 -3.20440  C11 1.335
13 Cl -2.22805 2.76752 -1.99595  C11 1.877
14 C 2.06002 5.82580 -1.47385  C9 1.653, S15 1.875, H35 1.174, H36 1.187
15 S 3.80502 5.89379 -0.79055  C14 1.875, C16 1.907
16 C 3.39076 4.58450 0.53256  S15 1.907, N17 1.383, H37 1.191
17 N 2.28929 3.83187 0.16869  C9 1.520, C16 1.383, H38 1.045
18 H 0.51184 -4.17855 1.74319  C1 1.192
19 H 2.04790 -3.39550 0.95266  C1 1.172
20 H 0.47405 -2.32162 1.40450  C1 1.180
21 H 0.15672 -2.98746 -2.33647  C3 1.193
22 H 1.82278 -3.75362 -1.89680  C3 1.174
23 H 0.51848 -1.04001 -0.57381  C4 1.184
24 H 2.43305 -1.48989 -0.49478  C4 1.173
25 H 2.11570 -1.43180 -3.39951  C5 1.189
26 H 0.60968 -0.41175 -2.90537  C5 1.193
27 H 3.49253 0.59446 -3.10965  C6 1.186
28 H 3.04171 0.72880 -1.23817  C6 1.178
29 H 0.66843 1.74235 -1.80863  C7 1.187
30 H 1.13823 1.82214 -3.67064  C7 1.185
31 H 2.13337 3.98321 -3.41953  C8 1.177
32 H 3.39966 3.24179 -2.22613  C8 1.194
33 H -0.19074 3.46853 0.04848  C10 1.194
34 H -0.20222 5.32435 -0.30020  C10 1.194
35 H 1.86818 6.12619 -2.59210  C14 1.174
36 H 1.48344 6.64214 -0.83341  C14 1.187
37 H 4.00342 4.43527 1.54331  C16 1.191
38 H 1.91681 3.04171 0.74288  N17 1.045
39 C -3.22335 7.80357 -2.31922  Cl40 1.782, Cl41 1.782, Cl42 1.782, Cl43 1.782
40 Cl -1.74461 7.74454 -1.32709  C39 1.782
41 Cl -4.01439 9.38667 -2.11263  C39 1.782
42 Cl -2.79792 7.57152 -4.03377  C39 1.782
43 Cl -4.33656 6.51160 -1.80343  C39 1.782
44 C -0.86425 -2.41414 4.58271  Cl45 1.782, Cl46 1.782, Cl47 1.782, Cl48 1.782
45 Cl -1.29182 -1.78946 6.19561  C44 1.782
46 Cl 0.68994 -3.28060 4.67420  C44 1.782
47 Cl -2.13456 -3.53071 4.02229  C44 1.782
48 Cl -0.72048 -1.05583 3.43870  C44 1.782
49 C -1.32536 10.91257 -6.59440  Cl50 1.782, Cl51 1.782, Cl52 1.782, Cl53 1.782
50 Cl -1.73972 9.56963 -7.68953  C49 1.782
51 Cl 0.36507 10.74150 -6.05794  C49 1.782
52 Cl -1.52213 12.46137 -7.45289  C49 1.782
53 Cl -2.40460 10.87780 -5.17719  C49 1.782
54 C -1.11816 -7.57842 3.43117  Cl55 1.782, Cl56 1.782, Cl57 1.782, Cl58 1.782
55 Cl -2.66744 -8.34602 3.00105  C54 1.782
56 Cl -1.33474 -6.58104 4.89163  C54 1.782
57 Cl 0.10119 -8.83833 3.74792  C54 1.782
58 Cl -0.57160 -6.54824 2.08416  C54 1.782
59 C 2.38554 -9.36256 7.08235  Cl60 1.782, Cl61 1.782, Cl62 1.782, Cl63 1.782
60 Cl 3.09956 -8.57906 8.51441  C59 1.782
61 Cl 1.54115 -10.85093 7.57872  C59 1.782
62 Cl 1.22565 -8.25017 6.31309  C59 1.782
63 Cl 3.67573 -9.77015 5.92316  C59 1.782
64 C -6.70097 -10.16837 3.20238  Cl65 1.782, Cl66 1.782, Cl67 1.782, Cl68 1.782
65 Cl -8.00289 -10.79877 4.24260  C64 1.782
66 Cl -6.30754 -8.50000 3.68856  C64 1.782
67 Cl -5.25416 -11.19388 3.37437  C64 1.782
68 Cl -7.23922 -10.18075 1.50397  C64 1.782

***

Entry 3:
Here is an isolated molecule of C18H21ClN2O2 from OMol25. Energies are from wB97M-V/def2-TZVPD.

Output
E_LUMO = 0.65 eV
total charge = 0
HOMO = -0.3061 hartree
total energy = -38604.698 eV
structure (SMILES) = COc1cccc(CN(C)CC(=O)NCc2ccccc2Cl)c1
2S+1 = 1
relative energy (zero: lowest compared OMol25 entry of this formula, charge and spin) = 19.22 kcal per mole

Bonds (Å) are listed after each position.
Positions of all 44 atoms, in Å:
1 C -0.42056 -4.02580 -1.24537  O2 1.406, H24 1.089, H25 1.095, H26 1.095
2 O -1.19119 -3.28103 -0.33496  C1 1.406, C3 1.359
3 C -0.58794 -2.29589 0.38066  O2 1.359, C4 1.396, C23 1.390
4 C -1.41844 -1.57018 1.23713  C3 1.396, C5 1.378, H27 1.078
5 C -0.90117 -0.55042 2.00646  C4 1.378, C6 1.386, H28 1.079
6 C 0.44750 -0.23913 1.94295  C5 1.386, C7 1.389, H29 1.080
7 C 1.28997 -0.95698 1.10318  C6 1.389, C8 1.514, C23 1.394
8 C 2.76489 -0.62314 1.02428  C7 1.514, N9 1.449, H30 1.095, H31 1.095
9 N 3.18605 0.25480 -0.04830  C8 1.449, C10 1.441, C11 1.442
10 C 3.26339 -0.31827 -1.36839  N9 1.441, H32 1.091, H33 1.099, H34 1.089
11 C 2.80094 1.64293 0.01209  N9 1.442, C12 1.533, H35 1.093, H36 1.098
12 C 1.57643 2.12886 -0.77256  C11 1.533, O13 1.215, N14 1.348
13 O 1.51297 3.27087 -1.18364  C12 1.215
14 N 0.61178 1.21311 -0.99263  C12 1.348, C15 1.448, H37 1.010
15 C -0.63315 1.54851 -1.65239  N14 1.448, C16 1.505, H38 1.093, H39 1.094
16 C -1.76957 1.58216 -0.66668  C15 1.505, C17 1.391, C21 1.390
17 C -1.77667 2.56082 0.32165  C16 1.391, C18 1.382, H40 1.080
18 C -2.78037 2.61516 1.26946  C17 1.382, C19 1.385, H41 1.079
19 C -3.80669 1.68512 1.24028  C18 1.385, C20 1.382, H42 1.079
20 C -3.81967 0.70184 0.26878  C19 1.382, C21 1.386, H43 1.079
21 C -2.80085 0.64996 -0.67011  C16 1.390, C20 1.386, Cl22 1.732
22 Cl -2.84673 -0.61415 -1.85282  C21 1.732
23 C 0.76604 -1.98505 0.32144  C3 1.390, C7 1.394, H44 1.079
24 H -1.11174 -4.72485 -1.71322  C1 1.089
25 H 0.02069 -3.38609 -2.01685  C1 1.095
26 H 0.37197 -4.58667 -0.73893  C1 1.095
27 H -2.46220 -1.83430 1.28349  C4 1.078
28 H -1.55206 0.00500 2.66418  C5 1.079
29 H 0.84707 0.55575 2.55475  C6 1.080
30 H 3.33620 -1.55053 0.91316  C8 1.095
31 H 3.07031 -0.15267 1.96441  C8 1.095
32 H 3.87688 -1.21976 -1.32413  C10 1.091
33 H 2.29388 -0.57827 -1.81673  C10 1.099
34 H 3.75406 0.39939 -2.02497  C10 1.089
35 H 2.64097 1.91728 1.05845  C11 1.093
36 H 3.63984 2.24943 -0.35481  C11 1.098
37 H 0.64407 0.33114 -0.50202  N14 1.010
38 H -0.82928 0.82226 -2.44511  C15 1.093
39 H -0.48759 2.53912 -2.09359  C15 1.094
40 H -0.97649 3.28604 0.32978  C17 1.080
41 H -2.76638 3.38427 2.02669  C18 1.079
42 H -4.59879 1.72310 1.97271  C19 1.079
43 H -4.61338 -0.02843 0.23588  C20 1.079
44 H 1.43505 -2.54531 -0.31362  C23 1.079